No. 1
C39H43BN13O3S2W | the ωB97M-V functional and the def2-TZVPD basis

```
102
Properties=species:S:1:pos:R:3:forces:R:3:mulliken_charge:R:1
W 0.268144 0.260059 0.169267 -0.52 0.05 0.57 3.063
C 1.438690 -0.138850 -3.618960 -0.01 0.54 0.15 -1.517
C 0.029102 0.115274 -3.222747 0.05 0.20 -0.01 0.285
C -0.985021 0.112413 -4.167319 -0.01 -0.06 0.02 -2.084
C -2.144146 0.313304 -3.463625 -0.01 -0.12 -0.02 -0.099
N -1.838407 0.461343 -2.177537 0.02 0.27 -0.01 0.410
N -0.488038 0.344735 -1.985179 0.06 -0.22 -0.02 0.242
B -2.749018 0.874654 -1.029791 0.00 0.05 -0.01 -0.557
N -2.083959 2.105412 -0.338474 -0.03 -0.05 0.04 1.034
C -2.660208 3.294919 -0.177049 0.00 0.02 -0.06 0.015
C -1.793084 4.110775 0.518967 0.00 0.00 0.00 -1.919
C -0.669406 3.343728 0.775414 -0.06 -0.05 0.04 0.474
C 0.508540 3.867404 1.522755 0.02 -0.03 0.01 -1.504
N -0.854890 2.096344 0.253518 0.10 0.16 -0.18 0.454
N -2.786985 -0.345795 -0.102107 0.01 0.00 0.02 0.810
C -3.817967 -1.171407 0.064758 0.02 0.06 0.00 -0.378
C -3.364579 -2.310915 0.681903 -0.01 -0.01 -0.02 -1.988
C -1.998605 -2.139199 0.857769 -0.01 0.01 0.00 0.451
C -1.193445 -3.211140 1.519693 0.02 0.03 0.03 -1.082
N -1.629527 -0.916612 0.374604 0.06 0.03 -0.03 0.654
N -4.116391 1.321026 -1.470998 -0.02 -0.03 0.02 0.527
C -4.475720 2.101836 -2.531531 0.01 0.05 -0.02 -0.403
C -5.696336 2.649746 -2.260293 0.00 0.01 0.01 -1.312
C -6.030025 2.179055 -0.967541 -0.01 -0.02 0.00 0.726
C -7.256341 2.472491 -0.167656 0.00 -0.01 0.00 -1.355
N -5.072358 1.404176 -0.494047 0.02 -0.07 0.01 -1.178
H 1.410786 -0.691236 -4.554062 -0.09 0.21 0.03 0.525
H 1.980111 -0.739072 -2.899341 0.02 0.35 0.01 -0.217
H 1.973308 0.791310 -3.810045 0.04 0.06 -0.02 0.372
H -0.875751 -0.081097 -5.219524 0.00 0.02 0.00 0.550
H -3.169823 0.331568 -3.789028 0.05 -0.03 0.00 1.123
H -3.648553 3.489999 -0.559516 0.01 0.00 0.00 0.616
H -1.946154 5.136865 0.804616 0.00 0.00 0.00 0.616
H 0.456541 4.954451 1.514013 0.00 0.00 0.00 0.567
H 1.463202 3.562584 1.104802 -0.01 -0.01 0.04 0.254
H 0.485826 3.550438 2.564081 0.01 -0.03 0.04 0.039
H -4.801034 -0.880774 -0.257043 -0.03 0.02 -0.01 0.745
H -3.935432 -3.179568 0.958966 0.00 0.00 0.00 0.583
H -1.800925 -4.113840 1.505983 0.00 0.00 0.01 0.532
H -0.999964 -2.976468 2.565743 0.02 0.02 0.00 0.156
H -0.270481 -3.453961 1.007910 0.00 0.00 0.00 0.199
H -3.842980 2.232869 -3.393235 -0.04 0.03 0.04 0.694
H -6.282103 3.286909 -2.900528 0.00 0.00 0.00 0.491
H -8.061342 2.820918 -0.811090 0.00 0.00 0.00 0.379
H -7.059681 3.248473 0.573172 0.00 0.01 -0.01 0.276
H -7.593180 1.582479 0.360587 0.01 0.00 0.00 0.354
N 6.189254 -4.350221 -4.226931 0.00 0.02 0.02 -0.475
C 5.014683 -4.003317 -3.643620 0.02 -0.01 -0.01 1.090
C 4.110359 -3.149247 -4.297342 -0.01 -0.01 0.02 -0.993
C 2.930924 -2.784338 -3.689637 0.07 -0.21 -0.18 -0.122
C 2.627692 -3.229308 -2.403000 -0.01 -0.05 0.02 -0.230
C 3.491682 -4.127733 -1.770022 0.02 0.09 0.04 -0.487
C 4.668989 -4.497906 -2.373447 0.00 -0.01 0.02 -0.969
S 1.075015 -2.865430 -1.696909 -0.19 -0.08 0.14 1.468
O 0.666247 -3.984466 -0.902940 0.03 0.01 -0.03 -0.739
O 0.207750 -2.347197 -2.708438 -0.08 -0.33 0.06 -0.687
N 1.245903 -1.565887 -0.566623 0.13 -0.16 -0.05 -0.102
C 1.618436 -1.983500 0.683151 0.06 -0.01 -0.03 -0.473
N 2.520789 -2.905342 0.963819 0.01 -0.04 -0.10 -0.204
C 2.675073 -3.211281 2.244770 0.01 0.00 0.01 -0.875
C 1.939719 -2.607289 3.259321 0.00 -0.02 -0.01 -1.112
C 1.082464 -1.599060 2.891510 -0.06 -0.02 -0.01 -0.927
N 0.938041 -1.270690 1.601882 0.14 -0.09 -0.16 1.505
H 6.358645 -4.127886 -5.191415 0.00 0.00 0.00 0.211
H 6.752038 -5.080357 -3.828682 0.00 -0.01 0.00 0.209
H 4.326063 -2.810974 -5.302975 -0.01 0.00 -0.01 0.346
H 2.213767 -2.199647 -4.240504 0.20 -0.36 0.04 0.517
H 3.221404 -4.543561 -0.813984 -0.01 0.00 0.08 0.505
H 5.328020 -5.200791 -1.879642 0.00 0.00 0.00 0.318
H 3.415319 -3.970176 2.471979 0.00 0.00 -0.01 0.525
H 2.040884 -2.903680 4.291938 0.00 0.00 0.00 0.565
H 0.471037 -1.087998 3.617278 0.01 -0.05 -0.02 0.916
C -2.724189 0.862814 2.584880 -0.01 -0.09 0.00 -0.998
C -1.413516 0.962231 3.292663 -0.03 0.06 0.01 0.856
C -1.521280 1.098241 4.704361 0.00 0.00 -0.01 -1.295
C -0.425140 1.270091 5.477988 0.00 0.01 0.00 -1.397
C 0.838553 1.336290 4.852471 -0.01 0.00 0.00 0.775
C 2.017408 1.554471 5.595458 0.01 0.00 0.00 -0.722
C 3.230368 1.610742 4.968601 0.00 0.00 0.00 -1.131
C 3.291727 1.455031 3.577753 0.00 -0.01 0.00 -0.568
C 2.149777 1.236883 2.840772 0.00 0.02 0.01 1.934
S 2.332724 1.123683 1.113193 -0.02 0.06 -0.08 -0.293
C 0.887531 1.168991 3.451207 -0.02 0.11 -0.01 -2.215
N -0.237438 0.943974 2.673283 0.03 -0.02 -0.14 1.768
H -3.493334 1.323259 3.201075 0.00 -0.01 0.00 0.855
H -3.006983 -0.182493 2.445107 0.00 0.01 -0.01 0.116
H -2.725682 1.355094 1.625681 -0.01 -0.01 0.02 -0.371
H -2.511328 1.071981 5.136403 0.00 0.00 0.00 0.646
H -0.501624 1.375891 6.552987 0.00 0.00 0.00 0.509
H 1.937787 1.679851 6.667521 0.00 0.00 0.00 0.479
H 4.137762 1.781537 5.530668 0.00 0.00 0.00 0.452
H 4.246713 1.512307 3.070445 0.00 0.00 0.00 0.603
C 3.740007 0.272863 -1.369358 0.04 -0.02 0.00 -0.940
O 2.812201 1.376813 -1.577571 -0.08 -0.13 -0.23 -0.181
C 1.619675 1.542839 -1.151358 0.09 -0.03 -0.01 0.238
C 1.129543 2.862923 -1.677175 0.03 -0.02 -0.04 -1.584
H 4.146342 0.063865 -2.355271 -0.02 0.00 0.00 0.411
H 3.242637 -0.593371 -0.950120 0.01 0.02 0.00 0.324
H 4.517478 0.653458 -0.714621 0.00 -0.01 0.00 0.378
H 1.437001 3.636019 -0.968265 -0.02 -0.02 -0.04 0.326
H 0.055190 2.906814 -1.801934 0.00 -0.02 -0.02 0.139
H 1.637500 3.076563 -2.616639 0.00 -0.02 -0.01 0.482
```
Forces are in eV/Å.

net charge = +2
spin multiplicity = 2
frontier orbital gap (alpha / beta) = 6.036 / 5.834 eV
⟨S²⟩ = 0.760
molar mass = 1000.6 u
LUMO (alpha / beta) = -6.3824 / -6.5945 eV

---

No. 2
C28H54AsBaNS2Si3 | the ωB97M-V functional and the def2-TZVPD basis

```
90
Properties=species:S:1:pos:R:3:forces:R:3:mulliken_charge:R:1
Ba 0.322423 0.574686 0.279654 0.05 0.07 -0.02 0.863
C -1.377784 -2.025661 2.763975 0.02 0.01 0.13 -2.328
C -0.013468 -1.933407 2.121493 -0.21 -0.32 -0.56 0.587
C 0.200684 -2.543698 0.859294 -0.12 0.31 0.48 1.987
C -0.922848 -3.223717 0.116335 0.00 0.04 -0.01 -2.511
C 1.467851 -2.483797 0.270776 0.15 0.03 -0.10 0.832
C 1.686889 -3.175794 -1.052596 -0.02 -0.01 0.00 -2.177
C 2.519972 -1.812485 0.920934 -0.09 0.01 0.12 1.169
C 3.877217 -1.684904 0.270922 0.01 -0.03 0.06 -2.729
C 2.317144 -1.257990 2.194827 -0.10 -0.08 -0.08 1.316
C 3.480636 -0.704215 2.976200 -0.03 0.08 -0.03 -2.275
C 1.028035 -1.258113 2.760867 0.25 0.01 0.09 1.295
C 0.802305 -0.507002 4.053398 0.00 0.02 -0.01 -2.422
H -2.054711 -1.244334 2.405497 -0.02 0.01 0.01 0.367
H -1.316546 -1.938893 3.846328 0.01 0.01 -0.02 0.509
H -1.853059 -2.979022 2.546798 0.02 -0.02 -0.02 0.486
H -0.842009 -4.310659 0.202096 -0.03 -0.02 -0.02 0.507
H -0.884473 -2.965686 -0.943062 0.01 -0.04 0.01 0.337
H -1.902955 -2.921459 0.477962 0.07 -0.03 -0.01 0.449
H 1.251777 -2.598320 -1.873641 0.02 0.00 0.00 0.300
H 1.201341 -4.151696 -1.055277 -0.01 0.00 0.01 0.423
H 2.739909 -3.338350 -1.261588 0.01 0.01 0.00 0.507
H 4.519073 -2.534823 0.520262 0.00 0.00 -0.03 0.379
H 4.382899 -0.783861 0.611142 0.01 0.00 -0.01 0.513
H 3.804740 -1.628964 -0.812389 -0.02 0.00 -0.02 0.546
H 3.625161 0.359734 2.761741 0.02 -0.01 0.02 0.268
H 4.398624 -1.237240 2.737839 0.01 0.00 0.00 0.522
H 3.312665 -0.804834 4.046607 0.00 -0.01 0.00 0.461
H 1.055780 -1.116872 4.924817 0.00 0.00 0.01 0.367
H -0.232819 -0.187600 4.166273 0.02 -0.01 -0.02 0.439
H 1.420146 0.390874 4.077740 -0.01 -0.01 0.02 0.366
C -4.655361 -1.010408 -5.344504 0.00 0.00 0.00 -1.153
Si -2.936860 -0.671673 -4.660448 0.01 -0.02 -0.01 0.181
C -2.328832 0.924716 -5.420731 0.00 -0.01 0.02 -1.024
C -1.849050 -2.123665 -5.118161 0.01 0.01 -0.01 -0.963
C -3.122976 -0.522423 -2.783706 -0.03 0.01 0.03 0.205
C -4.375620 -0.603601 -2.199707 -0.02 0.00 -0.06 -0.004
C -4.547067 -0.482410 -0.821667 -0.01 0.00 0.07 -1.450
C -3.418062 -0.301494 -0.060868 -0.12 -0.05 -0.09 -0.516
N -2.188524 -0.239096 -0.578671 0.08 0.08 0.23 0.485
C -2.020993 -0.320544 -1.911217 -0.01 -0.04 -0.13 0.258
S -0.399540 -0.163240 -2.545270 0.08 -0.03 -0.07 -0.462
H -4.594629 -1.115740 -6.430448 0.00 0.00 0.00 0.291
H -5.352040 -0.195318 -5.135948 0.00 0.00 0.00 0.317
H -5.083110 -1.935054 -4.950175 0.00 0.00 0.00 0.314
H -2.332822 0.845983 -6.510981 0.01 0.00 0.01 0.341
H -1.317802 1.156624 -5.089802 0.01 0.01 0.00 0.286
H -2.980451 1.756246 -5.142870 0.00 0.00 0.00 0.325
H -1.826917 -2.247405 -6.203821 -0.01 0.00 -0.01 0.336
H -2.235651 -3.048681 -4.684080 0.00 0.00 0.00 0.321
H -0.829833 -1.975407 -4.763235 -0.02 -0.02 -0.01 0.255
H -5.249144 -0.757049 -2.822573 0.00 0.00 0.00 0.351
H -5.524845 -0.525114 -0.362900 0.00 -0.01 0.00 0.435
H -3.494299 -0.203589 1.017956 0.01 0.00 0.02 0.291
C 1.191249 4.230891 4.684609 0.04 0.04 0.01 -1.126
Si 2.260170 4.581912 3.172670 0.00 0.03 0.04 -0.031
C 1.685993 6.213716 2.427211 0.00 0.01 0.00 -0.983
C 4.019459 4.842727 3.780001 0.02 0.00 0.02 -1.050
As 2.063679 2.749328 1.799303 0.00 -0.05 0.01 -0.200
Si 3.135508 3.431238 -0.126743 -0.04 0.05 -0.04 0.284
C 2.197845 4.684956 -1.177013 -0.05 -0.03 -0.03 -0.903
C 3.339457 1.906702 -1.237067 0.00 -0.05 0.04 -0.552
C 4.848499 4.151652 0.159062 0.00 0.01 -0.02 -1.125
H 1.252750 5.052402 5.404052 0.00 -0.01 0.00 0.381
H 1.520916 3.318293 5.187045 -0.01 0.00 -0.01 0.289
H 0.142404 4.104038 4.409633 -0.03 -0.01 -0.02 0.264
H 1.871651 7.026823 3.135302 -0.01 0.01 -0.01 0.417
H 0.617372 6.200193 2.202681 0.01 0.00 0.00 0.244
H 2.219203 6.448900 1.503010 0.01 -0.01 0.04 0.238
H 4.058363 5.659999 4.506402 0.01 0.00 0.00 0.353
H 4.699984 5.084426 2.961758 -0.02 0.00 0.01 0.276
H 4.391794 3.935638 4.260531 0.00 0.01 0.01 0.283
H 1.251172 4.266423 -1.533022 0.06 0.01 0.02 0.077
H 2.787236 4.968881 -2.053684 0.00 0.00 0.00 0.377
H 1.970191 5.592267 -0.614508 -0.01 0.00 -0.01 0.268
H 2.391794 1.455356 -1.554570 -0.05 0.04 -0.05 -0.008
H 3.927180 1.134481 -0.736239 0.03 0.00 -0.01 -0.020
H 3.851251 2.173620 -2.166266 0.02 0.00 0.03 0.433
H 4.776932 5.117482 0.666370 0.01 -0.03 -0.02 0.238
H 5.359122 4.314267 -0.794432 0.01 0.01 0.00 0.380
H 5.463284 3.495024 0.776087 0.00 -0.01 0.01 0.323
C -1.179377 4.610617 0.208190 0.02 0.01 -0.03 -0.591
S -1.957664 2.985726 0.237028 -0.02 0.05 -0.02 0.130
C -2.109890 2.792523 2.025686 0.04 -0.07 0.00 -0.406
H -1.838641 5.353115 0.656375 -0.01 -0.01 0.01 0.463
H -1.011116 4.869723 -0.835791 -0.01 0.00 0.01 0.373
H -0.221499 4.569884 0.726557 -0.01 0.00 0.00 -0.376
H -1.124694 2.856459 2.493507 0.00 0.02 0.02 -0.071
H -2.549982 1.813039 2.221085 0.00 0.00 0.00 0.158
H -2.770262 3.551621 2.442387 0.01 0.02 -0.01 0.423
```
Forces are in eV/Å.

net charge = 0
frontier orbital gap = 6.662 eV
molar mass = 765.4 u
LUMO = 0.1531 eV
energy above the lowest of the compared OMol25 structures with the same formula, charge and spin = 10.2 kJ/mol

---

| no. | DFT total energy (Eh) |
| --- | --- |
| 1 | -3337.458890 |
| 2 | -5080.402836 |